148
Properties=species:S:1:pos:R:3 method="wB97M-V/def2-TZVPD" largest_force_ev_per_a=0.81 homo_ev=-9.01 lumo_energy_ev=0.35 mol_weight_g_mol=827.02 de_lowest_kj_mol=18.3
H -0.41881 2.47121 -1.74295
N -0.91373 1.69534 -2.17414
C -0.11191 0.71348 -2.29175
N 1.24571 0.78678 -1.84639
N -0.58967 -0.49697 -2.83484
C 0.37841 -1.54379 -3.16075
C -0.34879 -2.78470 -3.67039
C -0.70865 -3.82518 -2.60046
C 0.51756 -4.44273 -1.89962
C 0.56441 -4.54561 -0.37396
C -0.38496 -5.54724 0.35894
C -1.88698 -5.17310 0.22097
C -2.73118 -6.03780 -0.69381
O -4.10393 -5.64990 -0.61739
C -0.03711 -6.99241 0.02904
B -0.50952 -8.03604 1.12402
O -1.67605 -7.85475 1.85147
O 0.24444 -9.18357 1.30892
C -0.01219 -5.14788 1.77433
O 0.12263 -5.86256 2.76353
N 0.08771 -3.78745 1.76375
C 0.54628 -3.24921 0.49943
C 1.97890 -2.62284 0.54840
C 2.76456 -2.66145 1.87421
C 4.16660 -3.27645 1.76192
C 5.02542 -2.66240 0.65638
C 6.52989 -2.89802 0.86159
O -0.34721 -2.26648 -0.00069
C -0.75748 -1.31427 0.97656
C -2.17692 -1.54551 1.50287
C -3.16506 -1.80042 0.35419
C -2.56307 -0.36644 2.40429
C -4.03161 -0.44595 2.82627
C -1.67172 -0.33035 3.67202
H 1.90158 0.35870 -2.48102
H 1.35977 0.40835 -0.91826
H -1.30769 -0.87643 -2.23229
H 1.01114 -1.78239 -2.30204
H 1.03752 -1.16880 -3.94754
H -1.24249 -2.45002 -4.19746
H 0.28454 -3.27389 -4.41561
H -1.24307 -4.62361 -3.11983
H -1.40953 -3.39908 -1.89112
H 1.41602 -3.89791 -2.20569
H 0.65834 -5.45523 -2.28498
H 1.55495 -4.95152 -0.14071
H -2.36002 -5.22473 1.20580
H -1.96384 -4.13774 -0.09845
H -2.40324 -5.96503 -1.73477
H -2.71562 -7.07945 -0.38894
H -4.17582 -4.73882 -0.90975
H 1.03545 -7.12874 -0.11602
H -0.50480 -7.25172 -0.92681
H -1.50789 -7.26416 2.59298
H 0.67814 -9.22356 2.16158
H 0.30516 -3.31915 2.62912
H 2.58336 -3.06745 -0.24150
H 1.85474 -1.57962 0.26151
H 2.89310 -1.63968 2.24053
H 2.23287 -3.20154 2.65554
H 4.66580 -3.10250 2.71907
H 4.07632 -4.35899 1.64222
H 4.74945 -3.13231 -0.29131
H 4.79334 -1.60128 0.54712
H 6.84254 -3.80546 0.34545
H 7.10915 -2.07698 0.44392
H 6.76140 -3.01050 1.91901
H -0.71514 -0.32310 0.51055
H -0.03888 -1.28548 1.80170
H -2.15420 -2.42121 2.15431
H -3.86379 -0.97831 0.21180
H -2.65366 -1.95437 -0.59500
H -3.74141 -2.70636 0.54656
H -2.42200 0.55891 1.83571
H -4.71488 -0.26671 1.99662
H -4.25630 0.29038 3.59714
H -4.25377 -1.43995 3.22176
H -1.02922 -1.20964 3.70913
H -2.28406 -0.31522 4.57082
H -1.02909 0.55019 3.64858
C 4.98385 2.87390 -0.48795
O 4.01699 2.39194 0.42621
C 3.81845 3.16975 1.58867
C 2.84122 4.33317 1.38141
C 3.43047 5.50454 0.60708
N 1.60805 3.90112 0.71420
H 5.82606 3.33843 0.03363
H 4.55819 3.59021 -1.19407
H 5.35072 2.01729 -1.05344
H 3.38378 2.48945 2.32663
H 4.78102 3.51459 1.98930
H 2.56569 4.69381 2.37758
H 3.51717 5.29127 -0.45710
H 2.78499 6.37690 0.70542
H 4.42026 5.77558 0.98053
H 1.14157 3.19844 1.28047
H 1.86804 3.41180 -0.13921
C 4.80137 8.16180 -2.54827
O 3.84099 7.15702 -2.29040
C 2.49854 7.60593 -2.21008
C 1.79057 7.74805 -3.56222
C 2.19184 8.99179 -4.34725
N 1.98095 6.56610 -4.40986
H 4.52768 9.10605 -2.06826
H 4.93996 8.33022 -3.61912
H 5.75026 7.82025 -2.13408
H 1.97254 6.83933 -1.63518
H 2.44259 8.53717 -1.63091
H 0.72077 7.83409 -3.34626
H 3.17754 8.88505 -4.80157
H 1.48007 9.16572 -5.15340
H 2.20158 9.87662 -3.70785
H 1.61262 5.75028 -3.92854
H 2.97922 6.38780 -4.47703
C -4.89573 7.39528 -5.64064
O -4.82082 7.79049 -4.28481
C -4.21673 6.85780 -3.41041
C -2.68491 6.91768 -3.36918
C -2.01144 6.29048 -4.58424
N -2.18661 8.28753 -3.19814
H -5.06243 6.31776 -5.73140
H -3.99453 7.66613 -6.19616
H -5.74097 7.91932 -6.08574
H -4.59527 7.10758 -2.41576
H -4.56060 5.84189 -3.64500
H -2.37741 6.34399 -2.48947
H -2.07417 6.93129 -5.46387
H -0.95263 6.12612 -4.38551
H -2.45937 5.32599 -4.83028
H -2.55013 8.66828 -2.32945
H -2.61027 8.85924 -3.92373
C -2.62941 -5.04598 7.74372
O -1.94456 -5.40375 6.55917
C -2.76209 -5.80667 5.47912
C -3.31929 -4.65224 4.63830
C -4.47183 -3.90385 5.29859
N -2.27439 -3.69215 4.26040
H -3.52274 -5.66122 7.88726
H -2.91596 -3.99116 7.74863
H -1.94880 -5.21752 8.57685
H -2.11604 -6.41314 4.83845
H -3.57155 -6.45593 5.83753
H -3.70346 -5.09831 3.71483
H -4.12184 -3.24579 6.09459
H -4.98420 -3.28108 4.56605
H -5.20122 -4.59649 5.72177
H -1.56206 -4.19480 3.73532
H -1.80237 -3.41545 5.11866